Entry from OMol25: a cluster of 2 separate species, C4H9N2O in total (the ωB97M-V functional and the def2-TZVPD basis).

Computed properties:
Charge = +1
Strongest force on any atom = 4.3 eV/Å
HOMO-LUMO gap = 0.363 hartree
HOMO energy = -13.039 eV
Energy relative to the best compared isomer or geometry (same formula, charge and spin) = 64.9 kcal per mole
2S+1 = 1

```
16
Properties=species:S:1:pos:R:3:lowdin_charge:R:1
C -2.1456 0.4621 0.3079 -0.227
C 1.0401 -0.9433 -1.0866 -0.180
C -3.3110 0.7352 0.7310 0.037
C 1.5650 0.8907 0.2822 0.013
N 1.1308 -1.6787 -0.0209 0.214
N 1.1959 0.2982 -0.9741 0.016
O -1.0667 0.2470 -0.1481 0.084
H -3.3800 1.2540 1.7260 0.108
H -4.2992 0.3318 0.4390 0.100
H 0.5975 -1.4672 -1.9601 0.190
H 2.0082 1.7865 0.1506 0.080
H 2.3648 0.2546 0.7251 0.125
H 0.7317 0.9112 0.8514 0.061
H 1.0459 -2.6486 0.0485 0.128
H 1.7654 -1.3034 0.6032 0.077
H 0.7574 0.8697 -1.6749 0.175
```